No. 1
DFT (wB97M-V/def2-TZVPD) results for a cluster of 2 separate species, C12H14BCl2F3N2O3 in total at a distorted geometry.

```
37
Properties=species:S:1:pos:R:3:forces:R:3
H -0.20483 1.02392 -1.58269 0.10 0.33 -0.07
C -0.77902 -1.57245 -1.48712 -0.25 -0.04 0.42
H 2.77802 -1.25295 1.51164 0.10 0.19 0.22
Cl -4.00039 -1.07234 -2.57994 0.08 -0.10 0.00
C 0.46057 0.51097 -0.91129 -0.21 -0.22 0.06
F 1.00695 3.00040 -1.61060 0.00 -0.02 -0.08
F 2.77964 3.15721 -0.42118 0.26 0.08 0.24
H -3.47358 2.02112 -1.50194 -0.07 0.27 -0.05
H -2.80710 0.49097 0.53615 0.27 -0.22 -0.04
C 2.85714 1.85038 2.60753 0.31 0.10 -2.04
C -3.50801 0.26643 -0.26477 -0.95 0.45 0.18
H 0.88500 -3.96040 -1.49664 0.07 -0.14 -0.12
B 1.00683 -3.12440 0.38085 -0.09 0.02 -0.52
H 4.26270 1.18674 1.13922 0.16 -1.56 0.21
H -4.31881 -0.34061 0.13268 0.20 -0.30 0.25
H 2.39487 -3.85389 -0.89079 -0.03 -0.17 -0.38
H -5.08178 1.35538 -1.25821 -0.19 0.21 -0.02
H 2.10562 2.62484 2.58206 -0.32 -0.79 0.36
C 3.23302 1.18513 1.46538 0.36 -0.11 1.65
F 0.80665 3.32685 0.49989 0.23 0.19 0.30
H 3.35186 1.59419 3.53670 1.00 1.31 -0.07
N 1.43274 -4.07963 -0.64926 0.27 0.33 0.65
C 1.43314 1.19380 -0.21187 -0.42 -0.41 -0.31
O 0.47638 -3.51475 1.55383 0.79 0.26 0.35
C 2.09790 -0.79825 0.81215 -0.39 -0.24 -0.30
O -0.57116 -2.18365 -2.47704 0.29 -0.48 -0.84
C 0.30818 -0.85966 -0.74146 0.26 0.42 0.42
Cl 0.76577 2.38372 4.07965 -1.24 -0.29 0.88
C 1.53927 2.70507 -0.40706 -0.46 -0.24 -0.42
C 1.14782 -1.54466 0.13372 -0.31 -0.20 0.15
O -1.99907 -1.51323 -0.89233 -0.12 0.21 0.20
C -2.83050 -0.46450 -1.38889 0.30 0.38 0.22
H 0.82996 -4.38334 1.78883 -0.63 -0.32 -0.12
C -4.14341 1.57758 -0.76349 0.60 -0.52 -0.32
H -2.19550 0.24969 -1.90993 -0.04 -0.02 -0.33
N 2.22553 0.52495 0.64360 0.25 1.61 -0.84
H -4.27239 2.28934 0.04262 -0.18 0.00 0.11
```
Positions in Å, forces in eV/Å.

For the HOMO-LUMO gap, the calculation gives 5.1092 eV. As for the HOMO energy: -0.25468 hartree.



No. 2
DFT (wB97M-V/def2-TZVPD) results for a structure of composition C49H38N3O3P2RuS.

```
97
Properties=species:S:1:pos:R:3:forces:R:3
C -0.60858 1.51400 -4.47214 -0.03 0.01 0.14
C -1.81035 0.60491 3.64336 0.02 -0.04 0.02
H 2.62548 2.38162 2.19934 0.00 0.00 0.00
H 4.51688 -1.30406 1.92067 0.00 0.01 0.00
H -2.11400 4.40911 4.19398 0.00 0.00 0.00
H 1.91118 -1.76177 -3.65946 -0.01 0.03 0.02
C -1.97817 3.45156 -2.95806 0.03 0.00 0.18
H -0.54347 3.55277 2.52841 -0.02 0.00 0.02
H -3.50495 2.85416 5.51857 0.00 0.00 0.00
C 1.02928 -3.88983 2.82426 0.01 0.03 -0.09
C -4.03495 -0.77244 0.43990 0.27 0.22 0.20
N -1.14637 -2.35209 1.84703 0.57 -0.07 -0.27
H 2.07588 5.66636 -0.50003 -0.01 0.00 0.01
C -5.41114 0.72204 -1.36750 -0.05 -0.04 0.08
C -2.69361 1.09838 4.58835 0.00 0.02 -0.01
C -0.04523 -2.44842 1.13220 -0.21 -0.04 0.42
H -3.65483 -2.32727 1.99631 -0.01 -0.02 -0.03
P 0.11468 0.80917 1.63401 -0.30 0.30 0.26
C 2.57816 -0.40630 1.82572 -0.06 -0.02 -0.10
C -1.92701 3.53614 -4.34098 -0.04 0.05 -0.11
C 2.80341 -0.45033 -1.64843 0.08 0.04 0.05
C 0.89127 2.28322 0.93359 0.02 -0.05 -0.09
C -2.81205 2.46953 4.78243 0.02 -0.01 0.00
H -2.23920 -1.37377 -2.58025 0.00 -0.01 0.02
C 3.51715 -1.34520 3.82261 -0.03 0.00 -0.03
C 0.57265 4.14828 -0.58490 -0.10 -0.07 -0.03
H 2.49984 -1.44869 -1.36827 -0.06 -0.03 0.01
H -7.20355 -0.04072 -0.46247 0.00 -0.01 0.01
C 4.58024 1.13827 -1.96759 0.04 -0.03 0.01
H 0.43572 -0.10226 4.44636 0.01 0.01 -0.01
C -1.71757 -3.09652 -3.73031 0.01 -0.03 -0.01
C 0.89379 -2.12764 -3.66255 0.05 0.03 -0.02
C -0.65072 1.41720 -3.08532 0.02 0.03 0.11
C 2.86560 -4.82864 0.96152 0.02 -0.03 0.02
O -2.47511 2.93768 -0.06187 -0.13 0.01 0.07
N -1.95664 -1.45737 1.22485 -0.81 0.46 0.02
C -3.22919 -1.58004 1.33551 0.17 -0.06 -0.03
C -1.14028 2.85190 3.09723 0.03 0.07 -0.06
C 4.15361 -0.13861 -1.62564 0.00 0.08 -0.01
C 1.31528 -0.37201 3.87992 0.00 0.03 0.05
H 4.33169 -1.84414 4.33052 0.00 0.00 0.00
C -1.43333 -1.92181 -3.05931 0.02 0.02 0.02
H -0.91376 -4.72132 -4.87825 0.00 0.00 0.00
H -5.92299 -1.40878 1.19734 0.01 0.00 0.00
P 0.11736 0.10228 -2.09570 -0.03 0.23 -0.55
C 2.06041 2.86504 1.41311 -0.09 -0.04 -0.04
H 1.09578 -2.99867 -0.90240 0.06 0.00 0.00
H 2.02913 -5.14063 4.23520 0.01 0.00 -0.02
H -3.48137 1.30033 -2.03546 0.12 -0.05 -0.02
C 0.18072 2.92072 -0.07337 -0.10 -0.02 -0.01
H 1.59961 2.53983 -2.71957 0.02 0.02 0.00
H -2.73246 -3.46910 -3.76454 0.00 0.00 0.00
C 1.41701 -0.07016 2.52330 -0.05 -0.09 -0.19
H 3.55652 -5.20465 0.21900 -0.01 0.00 0.00
C 1.89011 -3.92287 0.56503 -0.08 0.14 -0.19
C 1.87100 0.51827 -2.02947 0.00 -0.29 -0.08
H 4.87349 -0.89734 -1.34762 -0.01 0.00 0.00
C -1.32759 2.38809 -2.35474 0.23 -0.31 -0.08
H 3.99097 3.09222 -2.62832 -0.01 0.00 -0.01
C 0.97323 -3.42586 1.50173 0.08 -0.04 0.09
O 0.14716 -1.70343 0.06583 0.01 -0.48 -0.18
H 0.30339 -3.51967 3.53422 -0.02 0.02 0.01
C -0.12252 -1.43363 -3.01287 -0.05 0.04 -0.01
H -2.43275 4.35135 -4.84125 0.01 -0.01 -0.01
C 3.62214 -1.04264 2.47034 0.02 -0.04 0.05
C 0.60215 -3.30955 -4.33115 0.00 -0.02 0.00
C -0.69455 -3.79782 -4.35957 0.00 0.03 0.00
C 2.48389 4.07378 0.88061 0.01 0.06 -0.03
C 1.73890 4.71817 -0.10255 0.11 0.02 0.04
C 2.30788 1.79127 -2.38987 -0.04 0.07 -0.02
H 5.63570 1.37624 -1.95259 -0.01 0.01 0.00
C 2.91661 -5.25199 2.27500 0.02 -0.02 -0.01
O 1.85569 -3.58229 -0.75251 0.04 -0.08 0.10
H -3.28472 0.41357 5.18179 0.00 -0.01 -0.01
H 3.39639 4.52629 1.24579 -0.01 0.00 -0.01
H -1.70613 -0.46536 3.52283 -0.02 -0.03 -0.01
C -5.41469 -0.79797 0.46413 -0.14 0.07 -0.04
C 2.36995 -1.00296 4.52366 -0.01 -0.04 -0.01
C 3.65732 2.10221 -2.34732 0.02 0.00 0.01
C -1.02411 1.48071 2.88886 0.04 -0.15 -0.12
N -3.32702 -0.02448 -0.44957 -0.30 -0.14 -0.30
Ru -1.14584 -0.13470 -0.15938 0.54 0.09 0.83
H -0.09938 0.76081 -5.06018 0.01 -0.01 0.00
H 1.39717 -3.84763 -4.82897 0.00 -0.01 0.00
C -6.12213 -0.03691 -0.45738 0.05 -0.06 0.06
C -1.25121 2.57759 -5.08979 -0.02 0.02 -0.05
C 1.99320 -4.79083 3.21257 0.03 -0.01 0.05
H 2.66859 -0.16027 0.77685 -0.01 0.00 -0.03
H 2.29074 -1.22880 5.57886 0.00 0.01 -0.01
S -1.35951 2.15479 -0.58113 0.08 0.27 0.12
C -4.02814 0.70508 -1.32125 -0.07 -0.03 -0.20
H -5.91272 1.32606 -2.10954 0.03 0.02 0.00
H -1.23706 2.65497 -6.16861 0.00 0.01 0.00
H -0.00641 4.64286 -1.35464 0.01 0.00 0.01
H 3.67500 -5.96495 2.57177 0.00 0.01 0.00
H -2.51965 4.17470 -2.36065 -0.01 -0.01 0.00
C -2.03199 3.34169 4.04080 -0.02 -0.01 0.00
```
Positions in Å, forces in eV/Å.

The total charge is +2. As for the multiplicity: 2. For the HOMO-LUMO gap (alpha / beta), the calculation gives 6.9962 / 5.9142 eV. As for the HOMO energy (alpha / beta): -0.47055 / -0.47038 hartree. As for the expectation value of S²: 0.76. The value obtained for the energy above the lowest of the compared OMol25 structures with the same formula, charge and spin is 0.000 eV.



No. 3
DFT (wB97M-V/def2-TZVPD) results for a structure of composition C6H9N at a distorted geometry.

```
16
Properties=species:S:1:pos:R:3:forces:R:3
H -1.29040 -0.46959 1.99798 0.00 0.07 -0.13
N 1.22871 2.14003 1.99443 -0.56 -0.71 -0.66
C 0.64785 1.40000 1.31898 0.48 0.66 0.51
H 1.06586 1.09084 -1.69178 -0.14 -0.04 0.04
C 0.77262 -0.77935 0.05081 0.10 -0.04 0.01
H 0.55130 -1.65357 0.67631 0.01 0.13 -0.08
C -1.43238 0.07866 1.06022 -0.09 0.00 -0.02
C -0.07098 0.45285 0.47833 0.04 -0.14 0.10
C 0.09296 0.55989 -1.72910 0.19 -0.11 0.07
C 0.39719 -0.90573 -1.42411 -0.07 -0.05 -0.01
H -0.47783 -1.54672 -1.58127 0.12 0.11 0.02
H 1.83710 -0.54824 0.15157 -0.16 -0.01 -0.01
H -1.96923 -0.56506 0.35646 0.10 0.09 0.09
H -0.43000 1.01991 -0.52967 0.00 0.08 0.00
H -2.04205 0.96394 1.26017 0.09 -0.13 -0.03
H 1.21778 -1.29538 -2.03607 -0.12 0.08 0.08
```
Positions in Å, forces in eV/Å.

For the HOMO-LUMO gap, the calculation gives 8.3775 eV. As for the HOMO energy: -0.31627 hartree. The value obtained for the energy above the lowest of the compared OMol25 structures with the same formula, charge and spin is 4.762 eV.



No. 4
DFT (wB97M-V/def2-TZVPD) results for a structure of composition C4H10O at a distorted geometry.

```
15
Properties=species:S:1:pos:R:3:forces:R:3
H 0.88853 0.64887 -0.48934 -0.43 0.23 0.06
H -2.47350 -0.81185 -1.07230 0.11 -0.22 0.01
H -0.24997 0.04817 0.73984 -1.35 0.78 1.09
C -1.48773 -0.35513 -1.02293 -0.81 -0.15 0.41
C 1.76008 -0.76706 1.06722 0.16 -0.40 -1.71
H 2.72775 -0.29826 0.90140 -0.17 0.33 0.02
C -0.54655 -0.97920 -0.03765 3.38 1.66 -3.40
H 1.48819 -0.64843 2.11015 -0.21 -0.09 -0.04
H -1.55977 0.71099 -0.72579 0.03 0.03 0.12
H -0.68489 2.89453 -0.02842 -0.05 -0.04 0.16
H -0.39161 -2.03931 0.12523 -0.96 -0.02 1.46
H 1.91297 -1.80590 0.77608 0.11 -0.37 0.67
H -1.04032 -0.27373 -2.01435 0.08 -0.37 0.02
C 0.71201 -0.27947 0.05663 -0.11 -1.27 1.06
O -0.37291 1.98856 -0.09673 0.23 -0.10 0.08
```
Positions in Å, forces in eV/Å.

For the HOMO-LUMO gap, the calculation gives 6.9258 eV. As for the HOMO energy: -0.27867 hartree. The value obtained for the energy above the lowest of the compared OMol25 structures with the same formula, charge and spin is 5.442 eV.